#one
Here is a cluster of 9 separate species, C42H99N3O9 in total from the OMol25 dataset. Energies are from the ωB97M-V functional and the def2-TZVPD basis.

Calculated values
SMILES: CC1(C)CCCC(C)(C)N1O.CC1(C)CCCC(C)(C)N1O.CC1(C)CCCC(C)(C)N1O.CC(C)O.CC(C)O.CC(C)O.CC(C)O.CC(C)O.O
Net charge: 0

Each atom is followed by the atoms it is bonded to, with distances in Å.
CARTESIAN COORDINATES (ANGSTROEM)
1 C -3.071 -1.655 2.177  C2 1.525, H12 1.090, H13 1.090, H14 1.090
2 C -4.364 -2.464 2.128  C1 1.525, C3 1.521, C4 1.617, N10 1.498
3 C -5.150 -2.431 3.429  C2 1.521, H15 1.090, H16 1.090, H17 1.090
4 C -5.223 -1.602 1.063  C2 1.617, C5 1.588, H18 1.090, H19 1.090
5 C -6.519 -2.396 0.603  C4 1.588, C6 1.495, H20 1.090, H21 1.090
6 C -6.204 -3.726 -0.004  C5 1.495, C7 1.569, H22 1.090, H23 1.090
7 C -5.300 -4.649 0.885  C6 1.569, C8 1.517, C9 1.611, N10 1.504
8 C -6.226 -5.263 1.917  C7 1.517, H24 1.090, H25 1.090, H26 1.090
9 C -4.676 -5.814 -0.036  C7 1.611, H27 1.090, H28 1.090, H29 1.090
10 N -4.226 -3.846 1.567  C2 1.498, C7 1.504, O11 1.505
11 O -3.311 -4.712 2.390  N10 1.505, H30 0.960
12 H -3.199 -0.591 1.974  C1 1.090
13 H -2.390 -1.639 3.028  C1 1.090
14 H -2.452 -1.882 1.309  C1 1.090
15 H -4.985 -3.373 3.952  C3 1.090
16 H -4.832 -1.640 4.109  C3 1.090
17 H -6.176 -2.102 3.268  C3 1.090
18 H -5.303 -0.604 1.493  C4 1.090
19 H -4.675 -1.499 0.126  C4 1.090
20 H -7.246 -2.559 1.398  C5 1.090
21 H -7.038 -1.818 -0.162  C5 1.090
22 H -5.880 -3.373 -0.983  C6 1.090
23 H -7.160 -4.186 -0.253  C6 1.090
24 H -6.885 -4.618 2.498  C8 1.090
25 H -5.685 -5.984 2.530  C8 1.090
26 H -6.959 -5.859 1.373  C8 1.090
27 H -3.895 -6.389 0.462  C9 1.090
28 H -4.226 -5.520 -0.984  C9 1.090
29 H -5.464 -6.397 -0.513  C9 1.090
30 H -3.833 -4.958 3.157  O11 0.960
31 C 1.718 1.063 -2.339  C32 1.551, H42 1.090, H43 1.090, H44 1.090
32 C 1.432 1.602 -0.912  C31 1.551, C33 1.510, C34 1.518, N40 1.493
33 C 2.333 2.738 -0.491  C32 1.510, H45 1.090, H46 1.090, H47 1.090
34 C 0.038 2.193 -1.029  C32 1.518, C35 1.563, H48 1.090, H49 1.090
35 C -0.702 2.686 0.257  C34 1.563, C36 1.569, H50 1.090, H51 1.090
36 C -0.723 1.345 1.071  C35 1.569, C37 1.492, H52 1.090, H53 1.090
37 C 0.555 0.635 1.368  C36 1.492, C38 1.567, C39 1.511, N40 1.536
38 C 1.178 1.410 2.579  C37 1.567, H54 1.090, H55 1.090, H56 1.090
39 C 0.110 -0.731 1.834  C37 1.511, H57 1.090, H58 1.090, H59 1.090
40 N 1.411 0.504 0.099  C32 1.493, C37 1.536, O41 1.378
41 O 2.642 -0.081 0.302  N40 1.378, H60 0.960
42 H 0.946 0.370 -2.673  C31 1.090
43 H 1.692 1.863 -3.079  C31 1.090
44 H 2.673 0.538 -2.338  C31 1.090
45 H 3.370 2.414 -0.401  C33 1.090
46 H 2.294 3.475 -1.293  C33 1.090
47 H 2.066 3.209 0.455  C33 1.090
48 H 0.066 3.138 -1.571  C34 1.090
49 H -0.657 1.544 -1.560  C34 1.090
50 H -0.281 3.514 0.827  C35 1.090
51 H -1.722 3.009 0.049  C35 1.090
52 H -1.463 0.818 0.469  C36 1.090
53 H -1.324 1.657 1.926  C36 1.090
54 H 1.085 2.488 2.452  C38 1.090
55 H 2.247 1.369 2.788  C38 1.090
56 H 0.732 1.233 3.558  C38 1.090
57 H 1.035 -1.229 2.125  C39 1.090
58 H -0.336 -1.281 1.005  C39 1.090
59 H -0.560 -0.703 2.693  C39 1.090
60 H 2.496 -0.919 -0.144  O41 0.960
61 C 6.065 -1.999 -1.580  C62 1.593, H72 1.090, H73 1.090, H74 1.090
62 C 6.676 -1.878 -0.114  C61 1.593, C63 1.548, C64 1.555, N70 1.454
63 C 5.810 -2.772 0.807  C62 1.548, H75 1.090, H76 1.090, H77 1.090
64 C 8.085 -2.522 -0.243  C62 1.555, C65 1.512, H78 1.090, H79 1.090
65 C 8.910 -2.478 1.023  C64 1.512, C66 1.522, H80 1.090, H81 1.090
66 C 9.043 -1.040 1.505  C65 1.522, C67 1.589, H82 1.090, H83 1.090
67 C 7.681 -0.221 1.528  C66 1.589, C68 1.633, C69 1.547, N70 1.489
68 C 6.943 -0.686 2.909  C67 1.633, H84 1.090, H85 1.090, H86 1.090
69 C 8.144 1.250 1.636  C67 1.547, H87 1.090, H88 1.090, H89 1.090
70 N 6.875 -0.500 0.307  C62 1.454, C67 1.489, O71 1.371
71 O 5.792 0.321 0.125  N70 1.371, H90 0.960
72 H 5.206 -1.344 -1.730  C61 1.090
73 H 6.720 -1.513 -2.304  C61 1.090
74 H 5.810 -3.013 -1.889  C61 1.090
75 H 4.804 -2.428 0.565  C63 1.090
76 H 5.711 -3.818 0.517  C63 1.090
77 H 5.900 -2.653 1.887  C63 1.090
78 H 7.840 -3.544 -0.531  C64 1.090
79 H 8.749 -2.116 -1.006  C64 1.090
80 H 8.440 -3.094 1.790  C65 1.090
81 H 9.919 -2.867 0.887  C65 1.090
82 H 9.829 -0.612 0.884  C66 1.090
83 H 9.525 -0.985 2.481  C66 1.090
84 H 7.124 -1.700 3.267  C68 1.090
85 H 5.925 -0.298 2.867  C68 1.090
86 H 7.359 -0.080 3.714  C68 1.090
87 H 8.946 1.368 2.365  C69 1.090
88 H 7.477 2.092 1.824  C69 1.090
89 H 8.765 1.466 0.767  C69 1.090
90 H 6.037 0.766 -0.690  O71 0.960
91 C -2.049 -0.827 -3.490  C92 1.500, H95 1.090, H96 1.090, H97 1.090
92 C -3.420 -0.257 -3.704  C91 1.500, C93 1.487, O94 1.389, H98 1.090
93 C -4.327 -0.523 -2.556  C92 1.487, H99 1.090, H100 1.090, H101 1.090
94 O -3.189 1.112 -3.703  C92 1.389, H102 0.960
95 H -1.681 -1.312 -4.395  C91 1.090
96 H -1.995 -1.393 -2.560  C91 1.090
97 H -1.236 -0.111 -3.373  C91 1.090
98 H -3.729 -0.613 -4.687  C92 1.090
99 H -3.670 -0.456 -1.688  C93 1.090
100 H -4.884 -1.453 -2.442  C93 1.090
101 H -5.069 0.273 -2.502  C93 1.090
102 H -2.638 1.203 -4.484  O94 0.960
103 C 1.193 -5.010 -2.038  C104 1.553, H107 1.090, H108 1.090, H109 1.090
104 C 2.046 -3.813 -2.539  C103 1.553, C105 1.557, O106 1.432, H110 1.090
105 C 2.033 -2.583 -1.585  C104 1.557, H111 1.090, H112 1.090, H113 1.090
106 O 3.436 -4.143 -2.443  C104 1.432, H114 0.960
107 H 1.018 -4.929 -0.965  C103 1.090
108 H 1.735 -5.900 -2.357  C103 1.090
109 H 0.211 -5.143 -2.492  C103 1.090
110 H 1.724 -3.499 -3.532  C104 1.090
111 H 2.441 -2.872 -0.616  C105 1.090
112 H 1.025 -2.220 -1.385  C105 1.090
113 H 2.637 -1.695 -1.772  C105 1.090
114 H 3.703 -4.335 -1.541  O106 0.960
115 C -2.651 5.665 -2.116  C116 1.537, H119 1.090, H120 1.090, H121 1.090
116 C -1.931 6.805 -1.379  C115 1.537, C117 1.479, O118 1.391, H122 1.090
117 C -0.455 6.844 -1.459  C116 1.479, H123 1.090, H124 1.090, H125 1.090
118 O -2.485 8.023 -1.760  C116 1.391, H126 0.960
119 H -2.446 4.664 -1.735  C115 1.090
120 H -2.456 5.683 -3.188  C115 1.090
121 H -3.715 5.879 -2.009  C115 1.090
122 H -2.029 6.769 -0.294  C116 1.090
123 H -0.071 7.789 -1.073  C117 1.090
124 H -0.063 6.893 -2.475  C117 1.090
125 H 0.016 5.943 -1.066  C117 1.090
126 H -2.963 8.329 -0.986  O118 0.960
127 C -2.896 2.610 -6.661  C128 1.536, H131 1.090, H132 1.090, H133 1.090
128 C -1.369 2.576 -6.493  C127 1.536, C129 1.546, O130 1.407, H134 1.090
129 C -0.638 3.261 -5.315  C128 1.546, H135 1.090, H136 1.090, H137 1.090
130 O -1.209 1.198 -6.259  C128 1.407, H138 0.960
131 H -3.397 1.987 -7.401  C127 1.090
132 H -3.074 3.629 -7.004  C127 1.090
133 H -3.492 2.350 -5.786  C127 1.090
134 H -0.983 2.868 -7.469  C128 1.090
135 H -0.983 4.278 -5.127  C129 1.090
136 H 0.448 3.302 -5.401  C129 1.090
137 H -0.726 2.717 -4.374  C129 1.090
138 H -0.765 0.810 -7.017  O130 0.960
139 C -4.255 3.590 5.552  C140 1.541, H143 1.090, H144 1.090, H145 1.090
140 C -2.795 3.128 5.727  C139 1.541, C141 1.573, O142 1.418, H146 1.090
141 C -2.034 3.420 4.381  C140 1.573, H147 1.090, H148 1.090, H149 1.090
142 O -2.163 3.746 6.836  C140 1.418, H150 0.960
143 H -4.749 3.541 4.582  C139 1.090
144 H -4.425 4.601 5.922  C139 1.090
145 H -4.937 3.038 6.199  C139 1.090
146 H -2.900 2.049 5.846  C140 1.090
147 H -1.770 4.477 4.345  C141 1.090
148 H -2.675 3.046 3.583  C141 1.090
149 H -1.127 2.816 4.406  C141 1.090
150 H -1.711 3.042 7.307  O142 0.960
151 O -0.637 -0.434 5.446  H152 0.957, H153 0.957
152 H -0.618 0.091 6.247  O151 0.957
153 H -0.093 0.053 4.827  O151 0.957


#two
Here is a cluster of 9 separate species, C42H99N3O9 in total from the OMol25 dataset. Energies are from the ωB97M-V functional and the def2-TZVPD basis.

Calculated values
SMILES: CC1(C)CCCC(C)(C)N1O.CC1(C)CCCC(C)(C)N1O.CC1(C)CCCC(C)(C)N1O.CC(C)O.CC(C)O.CC(C)O.CCO.CCO.CCO
Net charge: 0

Each atom is followed by the atoms it is bonded to, with distances in Å.
CARTESIAN COORDINATES (ANGSTROEM)
1 C -1.165 -1.997 1.371  C2 1.485, H12 1.109, H13 1.149, H14 1.084
2 C -1.848 -2.979 2.250  C1 1.485, C3 1.499, C4 1.605, N10 1.539
3 C -3.338 -2.820 2.267  C2 1.499, H15 1.077, H16 1.102, H17 1.084
4 C -1.477 -4.469 1.783  C2 1.605, C5 1.512, H18 1.114, H19 1.083
5 C -0.064 -4.865 2.145  C4 1.512, C6 1.514, H20 1.091, H21 1.109
6 C 0.189 -4.673 3.625  C5 1.514, C7 1.514, H22 1.100, H23 1.114
7 C -0.041 -3.269 4.145  C6 1.514, C8 1.538, C9 1.542, N10 1.510
8 C -0.128 -3.297 5.680  C7 1.538, H24 1.099, H25 1.073, H26 1.068
9 C 1.047 -2.251 3.748  C7 1.542, H27 1.098, H28 1.072, H29 1.104
10 N -1.436 -2.869 3.730  C2 1.539, C7 1.510, O11 1.485
11 O -1.766 -1.532 4.285  N10 1.485, H30 0.967
12 H -1.224 -2.211 0.285  C1 1.109
13 H -1.556 -0.919 1.443  C1 1.149
14 H -0.087 -2.030 1.482  C1 1.084
15 H -3.814 -3.646 2.768  C3 1.077
16 H -3.745 -1.852 2.606  C3 1.102
17 H -3.640 -2.957 1.235  C3 1.084
18 H -2.268 -5.158 2.157  C4 1.114
19 H -1.554 -4.446 0.703  C4 1.083
20 H 0.106 -5.880 1.782  C5 1.091
21 H 0.586 -4.181 1.564  C5 1.109
22 H 1.203 -4.970 3.931  C6 1.100
23 H -0.560 -5.347 4.099  C6 1.114
24 H -1.031 -3.837 5.998  C8 1.099
25 H -0.176 -2.271 5.993  C8 1.073
26 H 0.737 -3.804 6.049  C8 1.068
27 H 0.547 -1.273 3.732  C9 1.098
28 H 1.462 -2.427 2.776  C9 1.072
29 H 1.888 -2.296 4.462  C9 1.104
30 H -2.701 -1.724 4.442  O11 0.967
31 C 3.928 3.575 3.267  C32 1.527, H42 1.096, H43 1.075, H44 1.140
32 C 2.528 3.001 3.056  C31 1.527, C33 1.542, C34 1.552, N40 1.493
33 C 2.216 3.068 1.547  C32 1.542, H45 1.128, H46 1.097, H47 1.098
34 C 2.484 1.513 3.493  C32 1.552, C35 1.495, H48 1.081, H49 1.118
35 C 2.444 1.368 4.981  C34 1.495, C36 1.516, H50 1.116, H51 1.081
36 C 1.327 2.129 5.668  C35 1.516, C37 1.512, H52 1.106, H53 1.064
37 C 1.379 3.577 5.236  C36 1.512, C38 1.495, C39 1.509, N40 1.502
38 C 0.121 4.301 5.594  C37 1.495, H54 1.096, H55 1.071, H56 1.072
39 C 2.569 4.188 5.934  C37 1.509, H57 1.089, H58 1.106, H59 1.082
40 N 1.422 3.733 3.742  C32 1.493, C37 1.502, O41 1.398
41 O 1.316 5.033 3.239  N40 1.398, H60 0.963
42 H 3.891 4.664 3.149  C31 1.096
43 H 4.304 3.271 4.227  C31 1.075
44 H 4.674 3.149 2.518  C31 1.140
45 H 1.199 2.610 1.380  C33 1.128
46 H 2.139 4.069 1.105  C33 1.097
47 H 2.960 2.473 1.003  C33 1.098
48 H 1.632 1.031 3.036  C34 1.081
49 H 3.330 0.951 3.028  C34 1.118
50 H 2.417 0.270 5.178  C35 1.116
51 H 3.342 1.763 5.436  C35 1.081
52 H 1.377 2.078 6.771  C36 1.106
53 H 0.409 1.682 5.367  C36 1.064
54 H -0.049 4.059 6.650  C38 1.096
55 H -0.677 3.935 4.981  C38 1.071
56 H 0.249 5.361 5.488  C38 1.072
57 H 2.329 4.340 6.985  C39 1.089
58 H 2.773 5.165 5.457  C39 1.106
59 H 3.472 3.596 5.865  C39 1.082
60 H 1.943 5.618 3.677  O41 0.963
61 C -1.862 -2.013 -7.680  C62 1.558, H72 1.075, H73 1.068, H74 1.077
62 C -1.750 -2.973 -6.459  C61 1.558, C63 1.535, C64 1.523, N70 1.505
63 C -2.791 -4.082 -6.669  C62 1.535, H75 1.080, H76 1.101, H77 1.093
64 C -0.334 -3.532 -6.404  C62 1.523, C65 1.514, H78 1.107, H79 1.091
65 C 0.710 -2.508 -6.012  C64 1.514, C66 1.505, H80 1.081, H81 1.070
66 C 0.291 -2.006 -4.657  C65 1.505, C67 1.526, H82 1.089, H83 1.087
67 C -1.076 -1.329 -4.618  C66 1.526, C68 1.555, C69 1.480, N70 1.513
68 C -1.385 -1.056 -3.119  C67 1.555, H84 1.088, H85 1.085, H86 1.059
69 C -1.122 -0.060 -5.378  C67 1.480, H87 1.078, H88 1.088, H89 1.064
70 N -2.045 -2.384 -5.106  C62 1.505, C67 1.513, O71 1.435
71 O -3.368 -1.836 -5.188  N70 1.435, H90 0.970
72 H -2.723 -1.427 -7.416  C61 1.075
73 H -1.028 -1.352 -7.767  C61 1.068
74 H -2.013 -2.571 -8.588  C61 1.077
75 H -3.761 -3.668 -6.903  C63 1.080
76 H -2.412 -4.636 -7.541  C63 1.101
77 H -2.835 -4.740 -5.797  C63 1.093
78 H -0.269 -4.496 -5.863  C64 1.107
79 H -0.162 -3.889 -7.420  C64 1.091
80 H 1.670 -3.001 -5.965  C65 1.081
81 H 0.767 -1.666 -6.669  C65 1.070
82 H 0.961 -1.230 -4.291  C66 1.089
83 H 0.410 -2.830 -3.958  C66 1.087
84 H -2.340 -0.544 -3.018  C68 1.088
85 H -0.584 -0.376 -2.847  C68 1.085
86 H -1.435 -1.942 -2.540  C68 1.059
87 H -2.158 0.233 -5.436  C69 1.078
88 H -0.830 -0.234 -6.411  C69 1.088
89 H -0.466 0.689 -5.005  C69 1.064
90 H -3.892 -2.473 -4.678  O71 0.970
91 C -4.351 1.781 3.386  C92 1.550, H95 1.117, H96 1.110, H97 1.074
92 C -3.053 2.614 3.542  C91 1.550, C93 1.462, O94 1.444, H98 1.112
93 C -1.844 1.793 3.565  C92 1.462, H99 1.102, H100 1.082, H101 1.082
94 O -3.026 3.544 2.437  C92 1.444, H102 0.962
95 H -5.233 2.466 3.352  C91 1.117
96 H -4.473 1.098 4.252  C91 1.110
97 H -4.285 1.253 2.453  C91 1.074
98 H -3.134 3.222 4.470  C92 1.112
99 H -1.842 1.059 2.741  C93 1.102
100 H -1.764 1.257 4.501  C93 1.082
101 H -0.972 2.409 3.390  C93 1.082
102 H -2.097 3.790 2.388  O94 0.962
103 C 4.202 1.201 -3.424  C104 1.482, H107 1.113, H108 1.116, H109 1.090
104 C 4.002 -0.039 -2.638  C103 1.482, C105 1.488, O106 1.444, H110 1.098
105 C 4.355 0.037 -1.195  C104 1.488, H111 1.086, H112 1.083, H113 1.081
106 O 2.631 -0.479 -2.746  C104 1.444, H114 0.992
107 H 5.259 1.421 -3.696  C103 1.113
108 H 3.856 2.139 -2.929  C103 1.116
109 H 3.576 1.158 -4.315  C103 1.090
110 H 4.526 -0.839 -3.178  C104 1.098
111 H 5.408 0.222 -1.004  C105 1.086
112 H 4.057 -0.879 -0.701  C105 1.083
113 H 3.801 0.868 -0.782  C105 1.081
114 H 2.010 0.200 -2.377  O106 0.992
115 C 0.601 3.669 -3.733  C116 1.544, H119 1.085, H120 1.084, H121 1.105
116 C -0.691 4.146 -3.035  C115 1.544, C117 1.531, O118 1.428, H122 1.124
117 C -1.975 3.910 -3.836  C116 1.531, H123 1.085, H124 1.097, H125 1.099
118 O -0.722 3.667 -1.691  C116 1.428, H126 0.980
119 H 1.396 3.711 -2.995  C115 1.085
120 H 0.835 4.248 -4.620  C115 1.084
121 H 0.541 2.590 -3.961  C115 1.105
122 H -0.590 5.264 -2.988  C116 1.124
123 H -2.795 4.096 -3.151  C117 1.085
124 H -2.086 2.880 -4.199  C117 1.097
125 H -1.972 4.536 -4.739  C117 1.099
126 H -1.635 3.450 -1.407  O118 0.980
127 C -3.566 0.821 -0.498  C128 1.486, H130 1.051, H131 1.087, H132 1.073
128 C -4.090 2.180 -0.789  C127 1.486, O129 1.413, H133 1.088, H134 1.060
129 O -3.123 3.107 -0.339  C128 1.413, H135 0.981
130 H -3.525 0.595 0.528  C127 1.051
131 H -2.551 0.791 -0.884  C127 1.087
132 H -4.164 0.038 -0.923  C127 1.073
133 H -5.072 2.402 -0.378  C128 1.088
134 H -4.161 2.392 -1.825  C128 1.060
135 H -3.188 3.272 0.626  O129 0.981
136 C 1.462 -0.045 0.375  C137 1.515, H139 1.099, H140 1.129, H141 1.075
137 C 0.304 0.749 -0.195  C136 1.515, O138 1.481, H142 1.100, H143 1.087
138 O 0.797 1.332 -1.463  C137 1.481, H144 1.005
139 H 1.056 -0.444 1.315  C136 1.099
140 H 2.309 0.681 0.552  C136 1.129
141 H 1.812 -0.858 -0.233  C136 1.075
142 H -0.105 1.577 0.404  C137 1.100
143 H -0.536 0.074 -0.347  C137 1.087
144 H 0.221 2.068 -1.834  O138 1.005
145 C 2.068 -3.943 -0.992  C146 1.526, H148 1.122, H149 1.110, H150 1.091
146 C 3.177 -3.864 -2.038  C145 1.526, O147 1.369, H151 1.074, H152 1.111
147 O 2.892 -3.206 -3.204  C146 1.369, H153 0.982
148 H 1.203 -4.478 -1.467  C145 1.122
149 H 1.703 -2.955 -0.643  C145 1.110
150 H 2.473 -4.584 -0.208  C145 1.091
151 H 3.489 -4.866 -2.267  C146 1.074
152 H 4.071 -3.439 -1.535  C146 1.111
153 H 2.767 -2.244 -3.056  O147 0.982


Among the structures above, stability is greatest for #two.